No. 1
Here is a 2-piece molecular cluster, C7H9FO4 overall at a distorted geometry from the Open Molecules 2025 dataset. Energies are from ωB97M-V/def2-TZVPD.

Properties
Gap between HOMO and LUMO (alpha / beta), eV: 6.046 / 6.811
E_tot, hartree: -672.81360
Expectation value of S²: 0.7606

The geometry in ORCA input format:
```
! RIJCOSX wB97M-V def2-TZVPD def2/J DEFGRID3
* xyz -1 2
O -3.093 -1.885 1.459
C -2.551 -0.767 1.687
C -1.444 -0.238 0.976
O -1.468 1.131 1.100
C -0.336 1.823 0.640
C -0.589 3.300 0.874
F 0.491 4.026 0.381
H -3.053 -0.084 2.419
H 0.297 -1.462 -0.187
H -0.173 1.626 -0.433
H 0.566 1.498 1.184
H -0.687 3.520 1.945
H -1.493 3.635 0.347
O 2.713 -1.533 -2.268
C 3.300 -1.567 -1.097
C 1.304 -1.908 -2.208
O 2.426 -1.916 -0.185
C 1.104 -2.155 -0.728
H 1.164 -2.797 -2.834
H 0.713 -1.072 -2.601
H 0.810 -3.176 -0.472
*
```

The net atomic charges from Mulliken, expressed in e, are: -0.59, -0.30, -0.56, -0.09, -0.24, -0.26, -0.32, 0.28, -0.09, 0.19, 0.28, 0.24, 0.24, -0.17, -0.21, -0.30, -0.13, 0.30, 0.22, 0.26, 0.25

No. 2
Here is C7H9HfNO2 as an isolated structure at a distorted geometry from the Open Molecules 2025 dataset. Energies are from ωB97M-V/def2-TZVPD.

Properties
Gap between HOMO and LUMO, eV: 6.490
E_tot, hartree: -524.61823
Energy relative to the best compared isomer or geometry (same formula, charge and spin), kcal/mol: 30.0

The geometry in ORCA input format:
```
! RIJCOSX wB97M-V def2-TZVPD def2/J DEFGRID3
* xyz 2 1
Hf -0.146 -0.034 -0.090
C 0.693 -0.350 -2.107
H 1.788 -0.455 -2.084
H 0.304 -1.268 -2.586
H 0.474 0.491 -2.801
H -1.286 1.136 -0.872
H -1.860 0.412 -0.542
O 1.760 2.865 1.969
C 1.084 1.922 1.634
O 0.876 1.568 0.322
C 0.369 1.032 2.618
C 0.304 1.306 3.968
C -0.451 0.466 4.793
C -1.130 -0.612 4.219
C -1.044 -0.859 2.862
N -0.274 -0.057 2.082
H 0.847 2.176 4.319
H -0.505 0.666 5.860
H -1.736 -1.272 4.835
H -1.562 -1.669 2.338
*
```

The net atomic charges from Mulliken, expressed in e, are: 1.33, -1.32, 0.36, 0.44, 0.40, 0.25, 0.22, -0.39, 0.56, -0.54, 0.53, -0.49, -0.21, -0.69, 0.17, -0.39, 0.50, 0.48, 0.41, 0.38

No. 3
Here is C7H9N as an isolated structure at a distorted geometry from the Open Molecules 2025 dataset. Energies are from ωB97M-V/def2-TZVPD.

Properties
Gap between HOMO and LUMO, eV: 8.155
E_tot, hartree: -326.74651
Energy relative to the best compared isomer or geometry (same formula, charge and spin), kcal/mol: 90.6

The geometry in ORCA input format:
```
! RIJCOSX wB97M-V def2-TZVPD def2/J DEFGRID3
* xyz 0 1
C 0.283 1.396 1.467
C -1.730 -1.362 -0.427
C -0.016 0.304 0.490
C 1.020 -0.162 -0.412
C -1.279 0.009 -0.010
C 2.299 -0.499 -0.307
C 0.227 0.392 -1.546
N 0.172 0.950 -2.596
H -2.082 0.639 0.357
H -0.614 1.959 1.711
H 1.047 2.078 1.102
H 0.658 0.934 2.383
H 2.709 -0.818 0.634
H 2.873 -0.716 -1.198
H -2.408 -1.268 -1.277
H -2.272 -1.865 0.373
H -0.887 -1.973 -0.746
*
```

The net atomic charges from Mulliken, expressed in e, are: -1.37, -1.09, 0.80, 0.30, -0.25, -1.04, 0.24, -0.63, 0.37, 0.38, 0.38, 0.31, 0.31, 0.31, 0.31, 0.35, 0.30

No. 4
Here is a 2-piece molecular cluster, C7H9N overall at a distorted geometry from the Open Molecules 2025 dataset. Energies are from ωB97M-V/def2-TZVPD.

Properties
Gap between HOMO and LUMO, eV: 10.718
E_tot, hartree: -326.83192
Energy relative to the best compared isomer or geometry (same formula, charge and spin), kcal/mol: 37.1

The geometry in ORCA input format:
```
! RIJCOSX wB97M-V def2-TZVPD def2/J DEFGRID3
* xyz 0 1
C -1.367 0.051 -1.140
C -1.073 1.204 -0.440
C -0.788 1.201 0.888
N -0.735 0.054 1.626
C -0.941 -1.092 0.962
C -1.230 -1.136 -0.419
H -1.803 0.144 -2.182
H -1.180 2.154 -0.942
H -0.579 2.074 1.498
H -0.956 -2.051 1.506
H -1.401 -2.062 -0.918
C 1.890 -0.755 -0.107
C 2.096 0.568 -0.052
H 1.732 -1.342 0.812
H 1.996 -1.274 -1.041
H 2.016 1.122 0.896
H 2.323 1.139 -0.947
*
```

The net atomic charges from Mulliken, expressed in e, are: -0.23, -0.13, -0.45, -0.46, -0.41, -0.23, 0.32, 0.38, 0.42, 0.34, 0.42, -0.50, -0.55, 0.27, 0.27, 0.28, 0.25